P.
A cluster of 2 separate species, C4H8ClNO in total. Source: the OMol25 dataset; level of theory: ωB97M-V/def2-TZVPD.

Last column: Löwdin charge in e.
Geometry (Å):
Cl1 -2.483 1.028 -0.610  0.646
C1 -2.014 -0.031 0.614  -0.716
N1 -0.790 -0.788 0.781  0.064
C2 0.331 -0.718 0.262  -0.306
C3 1.350 -1.604 -0.382  -0.098
C4 1.102 -0.304 -0.913  -0.155
H1 -1.992 0.375 1.549  0.048
H2 -2.835 -0.703 0.678  0.057
H3 0.857 -2.591 -0.686  0.145
H4 2.360 -1.665 -0.110  0.084
H5 1.923 0.462 -0.961  0.131
H6 0.396 -0.302 -1.769  0.118
O1 0.939 2.112 0.632  -0.129
H7 0.057 1.627 0.396  0.035
H8 0.799 3.103 0.519  0.074

Values from the calculation:
- 2S+1: 1
- Structure (SMILES): ClCN=C1CC1.O
- Charge: 0
- E_HOMO: -8.67 eV

=====

Q.
A structure of composition C4H8ClNO. Source: the OMol25 dataset; level of theory: ωB97M-V/def2-TZVPD.

Last column: Löwdin charge in e.
Geometry (Å):
C1 0.835 0.679 -0.650  -0.423
C2 0.004 1.202 0.385  -0.133
C3 0.019 -0.368 0.430  -0.768
C4 -1.029 -0.993 -0.172  -0.189
H1 2.509 0.154 0.137  0.115
H2 2.471 -0.211 -1.399  0.105
H3 0.273 0.920 -1.546  0.132
H4 -1.160 1.432 0.108  0.152
H5 0.303 1.947 1.358  0.184
H6 -1.125 -2.098 -0.252  0.121
H7 -1.017 -0.557 -1.231  0.131
H8 -2.772 -1.167 1.474  0.203
N1 2.196 0.657 -0.858  0.027
O1 -2.512 -0.427 0.525  -0.285
Cl1 1.006 -1.171 1.692  0.627

Values from the calculation:
- 2S+1: 1
- Charge: 0
- E_HOMO: -8.73 eV

=====

R.
A cluster of 2 separate species, C4H8ClNO in total. Source: the OMol25 dataset; level of theory: ωB97M-V/def2-TZVPD.

Last column: Löwdin charge in e.
Geometry (Å):
C1 -1.858 0.179 -0.465  -0.074
C2 -0.654 -0.685 -0.567  -0.288
N1 -0.499 -1.622 0.260  -0.047
O1 0.570 -2.447 0.165  -0.077
H1 -2.488 0.034 -1.343  0.076
H2 -1.569 1.228 -0.432  0.060
H3 -2.416 -0.079 0.428  0.080
H4 0.020 -0.519 -1.416  0.110
H5 1.162 -2.208 -0.579  0.059
C3 0.915 1.646 0.715  -0.084
C4 1.498 0.464 0.745  -0.653
Cl1 2.645 -0.015 -0.450  0.639
H6 1.085 2.354 -0.081  0.064
H7 0.225 1.932 1.487  0.066
H8 1.364 -0.260 1.532  0.068

Values from the calculation:
- 2S+1: 1
- Structure (SMILES): C/C=N/O.C=CCl
- Charge: 0
- E_HOMO: -9.46 eV

=====

S.
A cluster of 2 separate species, C4H8ClNO in total. Source: the OMol25 dataset; level of theory: ωB97M-V/def2-TZVPD.

Last column: Löwdin charge in e.
Geometry (Å):
H1 0.589 2.444 1.450  0.032
N1 0.963 2.524 0.557  0.061
C1 2.162 2.400 0.337  -0.743
Cl1 3.443 2.384 1.498  0.575
H2 2.510 2.054 -0.652  0.076
C2 -0.475 -2.481 -0.141  0.033
C3 -0.701 -1.116 -0.201  -0.341
C4 -1.974 -0.444 -0.838  -0.004
O1 0.156 -0.193 0.429  -0.003
H3 0.496 -2.740 0.226  0.032
H4 -1.081 -3.282 -0.618  0.067
H5 -2.227 0.396 -0.271  0.059
H6 -1.889 -0.142 -1.814  0.048
H7 -2.761 -1.106 -0.848  0.048
H8 0.788 -0.699 0.885  0.060

Values from the calculation:
- 2S+1: 1
- Structure (SMILES): [H]/N=C\Cl.C=C(C)O
- Charge: 0
- E_HOMO: -8.89 eV

=====

Which one sits at the bottom of the stability order? Q does.

=====

P.
The molecule C3H2FNO2. Source: the OMol25 dataset; level of theory: ωB97M-V/def2-TZVPD.

Last column: Löwdin charge in e.
Geometry (Å):
O1 -0.233 0.198 -1.812  0.087
C1 -0.001 0.041 -0.471  -0.239
C2 1.249 0.192 0.167  -0.042
N1 1.152 0.006 1.469  0.085
O2 -0.183 -0.277 1.718  0.057
C3 -0.821 -0.238 0.555  -0.301
F1 -2.130 -0.475 0.589  0.145
H1 -1.169 0.100 -1.923  0.099
H2 2.136 0.452 -0.292  0.108

Values from the calculation:
- 2S+1: 1
- Structure (SMILES): Oc1cnoc1F
- Charge: 0
- E_HOMO: -9.50 eV

=====

Q.
The molecule C3H2FNO2. Source: the OMol25 dataset; level of theory: ωB97M-V/def2-TZVPD.

Last column: Löwdin charge in e.
Geometry (Å):
O1 1.646 1.210 -0.034  0.134
C1 0.582 0.314 0.204  -0.405
C2 0.370 -0.830 -0.334  -0.045
O2 -1.059 -1.180 -0.287  0.074
C3 -1.439 -0.038 0.454  -0.305
F1 -2.681 0.296 0.805  0.144
N1 -0.459 0.746 0.939  0.229
H1 2.302 0.813 -0.425  0.006
H2 0.737 -1.331 -1.323  0.168

Values from the calculation:
- 2S+1: 1
- Structure (SMILES): Oc1coc(F)n1
- Charge: 0
- E_HOMO: -9.56 eV

=====

Which one sits at the bottom of the stability order? Q does.

=====

P.
A cluster of 2 separate species, C4H12N2O3 in total. Source: the OMol25 dataset; level of theory: ωB97M-V/def2-TZVPD.

Last column: Löwdin charge in e.
Geometry (Å):
N1 -0.326 -1.380 0.918  0.043
C1 0.890 -1.063 0.028  -0.342
C2 1.979 -1.011 1.028  -0.240
O1 3.143 -0.274 0.589  -0.081
C3 0.697 0.256 -0.753  -0.139
N2 -0.541 0.313 -1.543  0.041
C4 -1.431 1.317 -1.279  -0.378
O2 -1.276 2.178 -0.445  0.005
H1 -0.209 -0.782 1.729  0.051
H2 -1.120 -1.015 0.392  0.023
H3 0.997 -1.883 -0.688  0.136
H4 1.682 -0.334 1.871  0.134
H5 2.324 -1.938 1.500  0.130
H6 3.647 -0.819 -0.023  0.083
H7 0.745 1.088 -0.065  0.119
H8 1.572 0.342 -1.444  0.132
H9 -0.656 -0.422 -2.212  0.135
H10 -2.341 1.382 -1.938  0.145
O3 -2.887 -0.106 0.909  -0.067
H11 -2.788 0.855 0.835  0.032
H12 -2.355 -0.311 1.694  0.038

Values from the calculation:
- 2S+1: 1
- Structure (SMILES): N[C@H](CO)CNC=O.O
- Charge: 0
- E_HOMO: -9.67 eV

=====

Q.
A cluster of 2 separate species, C4H12N2O3 in total. Source: the OMol25 dataset; level of theory: ωB97M-V/def2-TZVPD.

Last column: Löwdin charge in e.
Geometry (Å):
N1 -1.737 -2.095 0.396  -0.005
C1 -0.316 -2.202 0.546  -0.280
C2 0.391 -0.829 0.802  -0.169
C3 0.902 -0.259 -0.516  -0.217
N2 1.805 0.855 -0.319  0.088
C4 1.915 1.852 -1.246  -0.606
O1 2.396 2.945 -1.090  0.083
O2 1.365 1.416 -2.413  0.084
H1 -2.029 -1.676 -0.480  0.069
H2 -2.338 -1.753 1.106  0.056
H3 0.131 -2.665 -0.328  0.103
H4 -0.062 -2.831 1.396  0.101
H5 -0.341 -0.167 1.171  0.082
H6 1.254 -1.005 1.450  0.108
H7 0.066 -0.045 -1.168  0.119
H8 1.427 -1.070 -1.039  0.118
H9 2.332 0.909 0.518  0.135
H10 1.112 2.173 -2.957  0.125
O3 -2.674 1.823 1.325  -0.048
H11 -3.039 2.406 0.666  0.028
H12 -2.561 2.221 2.181  0.026

Values from the calculation:
- 2S+1: 1
- Structure (SMILES): NCCCNC(=O)O.O
- Charge: 0
- E_HOMO: -8.88 eV

=====

Which one sits at the bottom of the stability order? P does.

=====

P.
The ion C8H13N3 with charge +2. Source: the OMol25 dataset; level of theory: ωB97M-V/def2-TZVPD.

Last column: Löwdin charge in e.
Geometry (Å):
C1 2.142 0.781 -0.859  0.007
C2 0.862 0.093 -1.337  -0.236
C3 0.845 -1.317 -0.743  -0.063
N1 0.207 -1.819 0.171  0.127
C4 -0.727 -2.022 1.181  -0.169
C5 -0.846 -1.065 2.311  0.051
C6 -0.670 0.263 2.452  -0.024
N2 -0.463 1.249 1.490  0.201
C7 -0.554 1.183 0.226  0.132
N3 -0.356 0.828 -0.956  -0.001
C8 -1.298 1.129 -2.020  0.073
H1 2.170 1.809 -1.217  0.108
H2 3.010 0.277 -1.275  0.115
H3 2.235 0.775 0.224  0.096
H4 0.875 0.033 -2.430  0.170
H5 1.610 -1.926 -1.235  0.163
H6 -0.472 -3.000 1.630  0.156
H7 -1.716 -2.198 0.726  0.174
H8 -1.082 -1.570 3.241  0.146
H9 -0.768 0.689 3.439  0.148
H10 -0.401 2.195 1.892  0.226
H11 -2.196 1.604 -1.628  0.126
H12 -0.832 1.804 -2.743  0.139
H13 -1.576 0.209 -2.539  0.136

Values from the calculation:
- 2S+1: 1
- Structure (SMILES): C[C@H]1/C=N\C/C=C\[NH+]=C=[N+]1C
- Charge: +2
- E_HOMO: -16.76 eV

=====

Q.
A structure of composition C8H13N3. Source: the OMol25 dataset; level of theory: ωB97M-V/def2-TZVPD.

Last column: Löwdin charge in e.
Geometry (Å):
C1 -1.284 -1.890 -0.508  0.155
C2 1.851 0.141 0.180  0.100
C3 -1.126 -1.013 -1.510  -0.098
C4 1.585 -0.406 1.358  0.002
C5 -0.809 2.204 -0.221  -0.133
C6 -0.640 0.942 0.601  -0.211
C7 -1.272 -0.276 -2.722  0.014
C8 1.687 -1.036 2.646  0.034
N1 -0.243 2.231 1.021  0.081
N2 -0.032 -1.303 -0.575  0.025
N3 0.470 -0.030 0.296  -0.010
H1 -1.886 -2.355 0.268  0.164
H2 2.530 0.663 -0.461  0.151
H3 -0.320 2.270 -1.220  0.118
H4 -1.824 2.777 -0.481  0.177
H5 -1.456 0.555 1.185  0.157
H6 -1.595 0.777 -2.639  0.112
H7 -2.009 -0.816 -3.432  0.157
H8 -0.381 -0.511 -3.368  0.136
H9 2.145 -0.389 3.367  0.113
H10 2.173 -1.980 2.745  0.112
H11 0.608 -0.961 3.067  0.153
H12 0.720 2.424 1.167  0.125
H13 1.109 -2.017 -0.763  0.365

Values from the calculation:
- 2S+1: 1
- Charge: +2
- E_HOMO: -17.40 eV

=====

Which one sits at the bottom of the stability order? Q does.